[1]
C26H34NO7 | wB97M-V/def2-TZVPD

```
68
Properties=species:S:1:pos:R:3
C 3.85119 -3.33845 2.43970
C 3.06673 -2.30485 1.66605
O 1.71506 -2.30341 2.11782
C 0.80049 -1.63034 1.37444
C -0.50085 -1.64963 2.07458
C -1.64964 -0.80922 2.05096
O -1.66738 0.37706 1.61318
C -2.97114 -1.26762 2.70480
C -3.79529 -2.31867 1.96298
C -3.40637 -3.78061 2.19100
C -2.07530 -4.20438 1.55489
C -0.88666 -4.15042 2.51707
C -0.56795 -2.77290 3.09320
O 1.08942 -1.20155 0.25444
H 4.91081 -3.23671 2.21289
H 3.72704 -3.23768 3.51943
H 3.55042 -4.34689 2.15535
H 3.47788 -1.30567 1.84837
H 3.07426 -2.53922 0.59545
H -2.77443 -1.58652 3.73795
H -3.60518 -0.37237 2.77370
H -4.84595 -2.20779 2.27687
H -3.78406 -2.08902 0.89045
H -3.38947 -3.99606 3.27130
H -4.19978 -4.39167 1.73124
H -2.17476 -5.25360 1.23311
H -1.87070 -3.60827 0.65021
H -1.07921 -4.79690 3.38642
H -0.01356 -4.55339 1.98185
H 0.41607 -2.84199 3.56351
H -1.29292 -2.52458 3.88005
C -3.89375 1.99443 -5.06392
N -2.82669 2.72132 -4.40994
C -2.62212 4.05214 -4.93926
C -2.08994 2.20535 -3.35414
C -0.67665 2.11908 -3.40111
C 0.05485 1.66487 -2.32846
C -0.54804 1.41804 -1.07080
C 0.28652 1.08584 0.08869
C 1.47809 1.72134 0.26168
C 2.44755 1.35023 1.32188
O 2.18342 0.64829 2.27736
O 3.71723 1.89284 1.24847
C 4.09146 2.46735 -0.02192
C 5.35554 3.31003 0.14805
C 4.29973 1.39178 -1.07195
O 3.09367 3.43020 -0.40734
C 1.77548 3.05196 -0.35993
O 0.95959 3.84433 -0.77035
C -1.94519 1.59861 -1.00478
C -2.70505 1.86531 -2.12692
H -4.06890 1.04458 -4.55146
H -4.80901 2.60371 -5.06144
H -3.61208 1.79544 -6.11297
H -2.00379 4.66818 -4.27496
H -2.14321 4.00810 -5.92909
H -3.60982 4.52580 -5.05662
H -0.15834 2.39513 -4.32207
H 1.12306 1.47797 -2.42903
H -0.16156 0.54808 0.92218
H 5.16540 4.15465 0.81855
H 6.16199 2.69529 0.54256
H 5.64404 3.70331 -0.83190
H 3.39654 0.79017 -1.22161
H 4.59800 1.86953 -2.01319
H 5.11675 0.74239 -0.73396
H -2.41375 1.49695 -0.03364
H -3.78976 1.89069 -2.04991
```

The orbital gap comes out at 6.41 eV. Its energy above the lowest of the compared OMol25 structures with the same formula, charge and spin is 0.665 eV. The value obtained for the total energy is -43336.580 eV. The total charge is -1.

Atom charges from the Löwdin analysis, given in e for atoms 1 to 8:
1 C -0.08
2 C -0.23
3 O -0.07
4 C -0.44
5 C -0.08
6 C -0.35
7 O -0.08
8 C -0.14

=====

[2]
C26H35BIrN11O2 | wB97M-V/def2-TZVPD

```
76
Properties=species:S:1:pos:R:3
Ir -0.37008 0.33024 0.68177
C -0.84816 -0.76427 4.08896
C -0.28825 -1.68652 3.06355
C 0.09748 -3.00144 3.25002
C 0.42186 -3.49384 1.99987
N 0.25562 -2.52268 1.09564
N -0.17309 -1.39280 1.74374
B 0.28239 -2.51480 -0.45303
N 1.31608 -1.42256 -0.85508
C 2.51330 -1.59543 -1.41615
C 3.23083 -0.42256 -1.29604
C 2.41796 0.47569 -0.62044
C 2.82342 1.86439 -0.26787
N 1.24652 -0.16018 -0.35718
N -1.12331 -1.97564 -0.89710
C -2.13992 -2.61452 -1.45555
C -3.30678 -1.84642 -1.29634
C -2.93699 -0.73539 -0.58869
C -3.80801 0.28748 0.04307
N -1.56636 -0.78992 -0.39886
N 0.56978 -3.80609 -1.11435
C 0.65209 -4.02132 -2.46608
C 0.81963 -5.36095 -2.65753
C 0.82530 -5.92647 -1.35656
C 0.98479 -7.36076 -0.97884
N 0.66844 -4.98835 -0.44091
H -1.30037 -1.35250 4.88456
H -0.07988 -0.13757 4.54463
H -1.63424 -0.12786 3.68090
H 0.10253 -3.54483 4.17913
H 0.72010 -4.47453 1.66639
H 2.77867 -2.54343 -1.85453
H 4.22632 -0.22404 -1.65442
H 3.90131 1.87252 -0.11812
H 2.60801 2.53130 -1.10122
H 2.33869 2.26469 0.61532
H -1.99650 -3.58593 -1.90557
H -4.29933 -2.10468 -1.62429
H -4.73052 0.39555 -0.52363
H -4.09193 -0.05150 1.04361
H -3.32718 1.26113 0.10185
H 0.58361 -3.21072 -3.17577
H 0.92783 -5.88027 -3.59416
H 1.03139 -7.98742 -1.86598
H 1.90122 -7.50912 -0.40840
H 0.14991 -7.69463 -0.36420
N -1.58685 2.27931 2.44802
C -0.26078 2.26074 2.82964
C 0.29047 3.18938 3.70751
C 1.60950 3.04787 4.07720
C 2.36404 1.97819 3.57996
C 1.77694 1.12456 2.68828
N 0.49297 1.28443 2.28538
H -2.16717 2.99186 2.87063
H -2.07154 1.39067 2.44394
H -0.33008 3.97044 4.12571
H 2.04952 3.74406 4.77918
H 3.39107 1.82723 3.87839
H 2.30286 0.28105 2.26067
O -0.06389 2.25226 -0.05667
C -0.91409 2.60474 -0.97532
O -1.76512 1.85113 -1.42124
C -0.83482 4.05472 -1.45823
N -1.79191 4.17654 -2.62270
C -0.99968 4.61272 -3.84380
C 0.41213 4.16812 -3.50950
C 0.51979 4.49471 -2.02018
H -1.17729 4.69505 -0.64560
H -2.55668 4.82177 -2.42910
H -2.20508 3.23954 -2.74646
H -1.07782 5.69640 -3.90500
H -1.44100 4.16641 -4.73049
H 1.14879 4.69105 -4.11454
H 0.52796 3.09632 -3.68867
H 0.64873 5.56665 -1.87045
H 1.33486 3.99103 -1.51268
```

The orbital gap (spin up / spin down) comes out at 5.70 / 4.15 eV. Its energy above the lowest of the compared OMol25 structures with the same formula, charge and spin is 1.020 eV. The value obtained for the total energy is -51509.835 eV. The expectation value of S² is 0.76. The total charge is +3. The spin multiplicity is 2.

Atom charges from the Löwdin analysis, given in e for atoms 1 to 8:
1 Ir 1.65
2 C 0.00
3 C -0.29
4 C 0.04
5 C 0.02
6 N 0.06
7 N -0.08
8 B -0.64

=====

[3]
C26H35BrN2O2P | wB97M-V/def2-TZVPD

```
67
Properties=species:S:1:pos:R:3
C -2.49066 1.59193 1.21859
C -3.09851 1.04065 -0.05506
Br -4.98756 1.58744 -0.02847
C -2.48148 1.53776 -1.39546
C -1.38602 2.57381 -1.26140
C -1.68135 3.92151 -1.41188
C -0.66224 4.85782 -1.27463
C 0.63636 4.44494 -0.98435
C 0.95246 3.10176 -0.84169
C -0.06607 2.16717 -1.00376
P 0.46476 0.43981 -0.93868
N 1.92860 0.31220 -0.35750
C 1.68419 5.50440 -0.87577
O 2.56048 5.47291 -0.06092
C 1.51058 6.61241 -1.85254
C 2.60320 7.20018 -2.47993
C 2.36701 8.20738 -3.40971
C 1.06828 8.63075 -3.68257
C -0.02562 8.05171 -3.05102
C 0.20492 7.03031 -2.13941
C -0.90405 6.32141 -1.45260
O -1.89989 6.85644 -1.05806
H -1.45376 1.29743 1.36310
H -2.51581 2.67539 1.22145
H -3.04835 1.21199 2.06899
H -3.10677 -0.04190 -0.06794
H -3.26737 1.94201 -2.01946
H -2.06688 0.70506 -1.96636
H -2.68552 4.26148 -1.61243
H 1.96027 2.77728 -0.63658
H 0.42813 -0.05766 -2.25857
H -0.46716 -0.33046 -0.21887
H 1.96026 -0.26677 0.47240
H 3.59593 6.85394 -2.24221
H 3.21688 8.64771 -3.90666
H 0.94219 9.41501 -4.41261
H -1.02913 8.37834 -3.26999
C 1.18715 -7.86557 2.08276
C -0.00002 -7.22977 1.35129
C 0.34443 -6.12237 0.35873
N 0.42323 -4.69890 0.88410
C 1.22783 -4.62561 2.15398
C 1.22877 -3.24117 2.77936
C -0.20129 -2.79351 3.05630
C -1.00926 -2.81614 1.76569
C -0.97827 -4.18442 1.10565
C 1.08785 -3.89756 -0.19406
H 1.59084 -7.24840 2.88281
H 0.87682 -8.80362 2.54000
H 1.99973 -8.08779 1.38964
H -0.76606 -6.90986 2.06104
H -0.46078 -8.01946 0.75587
H -0.41597 -6.07719 -0.42086
H 1.30083 -6.33431 -0.11793
H 0.75716 -5.31080 2.85496
H 2.23110 -4.97519 1.91583
H 1.79406 -3.29107 3.71007
H 1.74580 -2.51697 2.14528
H -0.21081 -1.79687 3.49587
H -0.66043 -3.46638 3.78770
H -0.62842 -2.05178 1.08509
H -2.04716 -2.55176 1.97275
H -1.46062 -4.16514 0.12943
H -1.48674 -4.91649 1.73182
H 0.50602 -4.00614 -1.10600
H 2.09048 -4.29053 -0.33738
H 1.14180 -2.85184 0.08880
```

The orbital gap comes out at 8.74 eV. The value obtained for the total energy is -113929.823 eV. The total charge is +1.

Atom charges from the Löwdin analysis, given in e for atoms 1 to 8:
1 C -0.16
2 C -0.72
3 Br 0.70
4 C -0.21
5 C -0.23
6 C 0.06
7 C -0.06
8 C -0.07

=====

[4]
C26H35BrN5O10S2 | wB97M-V/def2-TZVPD

```
79
Properties=species:S:1:pos:R:3
C 0.63107 3.85071 -5.35187
C -0.13908 2.52629 -5.32257
S 0.81673 1.27813 -4.38477
C -0.47890 0.44796 -3.41086
C -1.03376 1.32735 -2.27804
C -2.52624 1.15711 -1.94282
O -3.30260 2.12802 -2.59168
C -4.56907 1.95693 -2.28128
N -5.64348 1.90739 -1.87281
N -2.54812 1.32269 -0.43815
C -1.33499 2.10871 -0.02736
O -1.76385 3.44918 -0.03169
N -1.47777 4.17450 -1.27966
O -2.29007 4.96484 -1.47031
C -0.19784 1.60997 -0.95584
C 0.09028 0.14051 -0.39895
C 1.41021 -0.50746 -0.83578
C 2.66826 -0.22152 0.00357
S 2.59150 -0.71528 1.72526
O 3.89902 -0.45959 2.26356
O 2.20085 -2.08563 1.83643
O 1.57341 0.24191 2.52927
C 1.00051 2.53039 -1.20973
C 1.31061 3.59066 -0.12199
C 2.55436 3.30691 0.71684
Br 1.66519 5.29737 -1.06217
H 0.06054 4.60904 -5.88427
H 0.83789 4.16802 -4.32714
H 1.59682 3.70090 -5.83514
H -0.25199 2.12552 -6.32984
H -1.14431 2.65581 -4.91408
H -0.15288 -0.54386 -3.10379
H -1.30448 0.28506 -4.11295
H -1.03372 2.32560 -2.74599
H -2.81115 0.12072 -2.14381
H -2.61709 0.39813 -0.00321
H -3.36398 1.82572 -0.06024
H -1.10267 1.92364 1.02273
H -0.03478 0.07683 0.68619
H -0.70540 -0.48784 -0.81291
H 1.26397 -1.59022 -0.77467
H 1.66768 -0.30496 -1.87619
H 3.47328 -0.83814 -0.39887
H 3.02766 0.80605 -0.02075
H 1.27793 0.97813 1.97958
H 1.91992 1.98995 -1.42323
H 0.77631 3.07167 -2.12422
H 0.48711 3.81048 0.55203
H 2.82291 4.16019 1.33487
H 2.34431 2.48896 1.41865
H 3.39846 3.00516 0.09718
C -7.39953 -1.55239 1.33909
C -7.01929 -2.88868 1.38342
C -6.06088 -3.37147 0.50434
C -5.49642 -2.49753 -0.40586
C -5.87080 -1.16994 -0.47056
C -6.82820 -0.69183 0.40807
N -4.45162 -2.97064 -1.32541
O -4.13799 -4.13475 -1.27968
O -3.93962 -2.14278 -2.06844
H -8.14528 -1.18143 2.02957
H -7.46787 -3.55558 2.10625
H -5.76160 -4.40886 0.53882
H -5.43149 -0.51210 -1.20391
H -7.13069 0.34605 0.36474
C 4.18544 -3.05616 5.45052
C 4.84021 -4.02847 6.19644
C 5.93505 -4.69116 5.66476
C 6.35916 -4.36341 4.38976
C 5.71471 -3.40199 3.63262
C 4.61871 -2.74417 4.16742
N 7.53336 -5.04797 3.82733
O 8.06716 -5.90096 4.50513
O 7.89939 -4.71753 2.71695
H 3.33341 -2.53778 5.87221
H 4.49967 -4.26945 7.19430
H 6.44671 -5.44786 6.24077
H 6.05814 -3.16166 2.63713
H 4.11158 -1.98811 3.57768
```

The orbital gap comes out at 6.80 eV. The value obtained for the total energy is -147150.722 eV. The total charge is +1.

Atom charges from the Löwdin analysis, given in e for atoms 1 to 8:
1 C -0.15
2 C -0.50
3 S 0.90
4 C -0.41
5 C -0.24
6 C -0.21
7 O 0.09
8 C -0.28